The following is a DFT calculation (ωB97M-V/def2-TZVPD) of 2 unconnected molecules or ions with the total composition C4H13NO2.

Geometry as XYZ:
```
20
Properties=species:S:1:pos:R:3:lowdin_charge:R:1
O 0.811 -1.368 1.378 -0.048
O 0.762 3.453 -1.103 -0.068
N 1.206 -0.063 -1.659 0.002
C 0.246 -1.126 -1.338 -0.294
C -0.179 -0.382 1.074 -0.439
C -0.763 -0.615 -0.342 -0.160
C -1.303 -0.390 2.090 -0.061
H 0.561 -1.832 2.182 0.081
H -1.035 -0.016 3.088 0.083
H -2.107 0.244 1.714 0.083
H 1.907 -0.428 -2.289 0.062
H -1.101 0.375 -0.678 0.119
H -0.231 -1.524 -2.229 0.100
H 0.745 0.718 -2.120 0.059
H 0.815 -1.958 -0.930 0.103
H -1.616 -1.275 -0.225 0.109
H 0.369 0.552 1.050 0.123
H 1.362 4.139 -1.409 0.032
H -1.665 -1.414 2.192 0.085
H 1.215 2.911 -0.446 0.029
```

Kohn-Sham gap in hartree: 0.367
ΔE to the lowest compared entry with this formula, charge and spin in kcal/mol: 11.86
Multiplicity: 1
SMILES: C[C@@H](O)CCN.O
Lowest unoccupied orbital energy in eV: 0.9
Calculated total energy in Ha: -365.42358

The following is a DFT calculation (ωB97M-V/def2-TZVPD) of a molecular structure, C25H45B3F6N3O28Tl2 in a non-equilibrium geometry.

Geometry as XYZ:
```
112
Properties=species:S:1:pos:R:3:lowdin_charge:R:1
Tl 2.196 2.910 1.701 1.426
Tl 4.087 -1.819 1.646 1.402
F -4.457 3.717 -2.049 0.100
F -1.353 3.889 -3.829 0.045
F -2.093 -3.494 5.271 0.102
F -2.391 -3.252 -0.685 0.027
F -4.493 3.301 4.167 0.116
F 1.426 -1.917 -4.969 0.109
O -4.071 0.066 -2.553 0.049
O -1.180 3.494 4.110 0.112
O 6.162 -2.864 -0.345 0.042
O 2.654 -4.208 0.528 -0.034
O 0.758 0.576 0.392 0.077
O -0.197 -4.313 4.501 0.184
O -2.419 3.661 -0.881 0.135
O -0.764 1.297 -3.481 0.161
O 4.595 2.695 -4.627 0.047
O -4.528 -4.818 2.657 0.154
O -3.306 2.974 1.092 0.049
O -1.006 3.521 0.829 0.082
O -0.466 1.429 4.370 0.111
O 1.189 -1.462 0.856 0.029
O -3.261 -4.732 0.847 0.138
O 1.615 3.274 -3.403 0.105
O 4.022 0.673 -5.199 0.091
O 1.134 -0.009 -3.942 0.123
O 0.151 4.487 -2.478 0.167
O -0.733 -0.985 -3.553 0.075
O 1.739 3.628 -1.154 0.046
O -5.057 -3.543 0.828 0.116
O 4.344 -2.325 -1.351 -0.003
O -3.607 -2.022 -3.185 0.060
O -2.586 2.046 4.498 0.205
O 1.066 -2.902 5.593 0.061
O 2.229 -6.052 -0.538 0.079
O 1.865 -3.917 3.676 0.098
N 1.888 -5.041 0.096 -0.379
N 4.394 1.482 -4.424 -0.431
N -4.345 -1.050 -2.993 -0.393
C -0.189 4.633 -3.812 -0.267
C -0.868 -3.789 5.641 -0.348
C 1.427 -1.365 -3.778 -0.335
C 6.275 -3.153 -2.710 0.056
C -3.319 -4.246 -0.479 -0.252
C -4.651 -3.522 -0.473 -0.101
C -4.358 2.842 0.147 -0.037
C -3.640 3.050 -1.222 -0.321
C -4.265 -4.299 1.577 -0.544
C 4.363 1.024 -2.999 0.041
C -0.246 -2.505 6.059 -0.017
C 0.311 -0.558 0.590 -0.625
C -2.367 4.152 3.845 -0.057
C 1.206 3.770 -2.265 -0.550
C 0.395 -4.746 0.429 0.083
C -2.146 3.243 0.386 -0.425
C -1.369 2.275 4.408 -0.681
C -3.292 3.277 4.707 -0.257
C 0.954 -3.717 4.485 -0.526
C -5.785 -1.127 -3.491 0.056
C 5.511 -2.784 -1.394 -0.636
C 0.150 -1.907 -3.146 -0.106
C -1.185 -0.739 0.657 0.046
C 0.910 3.919 -4.476 -0.033
C -0.184 0.231 -3.634 -0.452
B 4.417 1.151 0.628 -0.431
B 1.336 5.821 1.714 -0.267
B 3.005 0.338 3.505 -0.415
H 2.382 -1.562 -3.290 0.160
H -3.358 3.670 5.722 0.184
H 3.131 -0.654 3.910 0.005
H -4.503 -2.504 -0.835 0.123
H 0.900 6.796 1.559 0.054
H -2.649 4.340 2.810 0.124
H 5.210 0.355 -2.846 0.102
H -3.322 2.133 -1.717 0.141
H 3.990 0.735 3.313 -0.044
H -0.407 5.648 -4.143 0.181
H -0.186 -5.620 0.134 0.092
H -5.141 3.595 0.231 0.142
H 2.204 5.942 2.344 -0.050
H 4.863 1.729 1.423 -0.019
H 3.560 0.623 1.016 -0.132
H 4.361 1.919 -2.375 0.081
H 4.094 1.705 -0.240 -0.025
H 1.624 5.431 0.750 -0.025
H -0.646 -1.607 5.588 0.144
H -5.253 -4.110 -1.166 0.149
H 0.327 -4.701 1.516 0.088
H -0.102 -2.931 -3.420 0.160
H 2.556 0.841 4.348 0.021
H -1.559 -1.591 1.224 0.088
H -0.385 -2.381 7.133 0.149
H 7.313 -3.402 -2.488 0.088
H 5.086 0.396 0.244 0.004
H 0.604 3.211 -5.246 0.156
H -4.923 1.911 0.105 0.136
H -3.146 -5.098 -1.137 0.179
H 5.888 -3.990 -3.292 0.094
H -2.340 5.198 4.152 0.148
H -1.530 -0.709 -0.377 0.085
H -1.643 0.092 1.192 0.089
H 0.121 -3.867 -0.154 0.074
H 2.351 0.310 2.647 -0.092
H 1.526 4.661 -4.983 0.150
H 0.677 5.171 2.269 -0.049
H -5.798 -1.228 -4.576 0.102
H 3.418 0.545 -2.745 0.084
H 0.348 -1.812 -2.079 0.126
H -6.155 -0.103 -3.434 0.091
H -6.421 -1.830 -2.954 0.097
H -0.976 -4.552 6.412 0.182
H 6.311 -2.363 -3.460 0.086
```

Net charge: +1
Kohn-Sham gap in hartree: 0.117
Multiplicity: 1
Lowest unoccupied orbital energy in eV: -8.7
Calculated total energy in Ha: -4267.99450

Q: Kohn-Sham gap of number 2 (C25H45B3F6N3O28Tl2)?
A: 0.117 hartree